Computed, not measured: a molecular structure, C29H37N3O2P2Ti, with ωB97M-V with the def2-TZVPD basis set.

```
74
Properties=species:S:1:pos:R:3:forces:R:3
Ti 0.155 -0.035 -0.182 0.027 -0.118 0.074
C 0.845 0.500 3.804 0.009 -0.002 0.007
C 1.117 1.846 3.193 0.003 -0.002 -0.004
C 0.967 3.010 3.937 -0.020 0.001 0.001
C 1.242 4.250 3.380 0.003 0.000 -0.002
C 1.685 4.331 2.070 0.008 -0.003 0.008
C 1.848 3.183 1.301 0.005 -0.006 -0.002
C 2.368 3.264 -0.104 -0.008 0.001 -0.003
C 1.547 1.942 1.865 0.011 0.020 0.007
N 1.658 0.744 1.098 -0.029 -0.006 -0.022
C 2.825 0.074 1.264 0.022 0.015 0.010
O 3.843 0.453 1.826 -0.009 -0.002 -0.007
C 2.742 -1.336 0.724 0.005 -0.013 -0.025
C 3.756 -2.276 0.766 0.008 0.015 0.015
C 3.477 -3.553 0.293 0.000 -0.001 -0.005
C 2.207 -3.867 -0.179 -0.012 -0.010 0.004
C 1.253 -2.866 -0.181 0.012 0.012 0.005
N 1.547 -1.647 0.245 -0.012 -0.010 -0.012
C -0.200 -3.034 -0.565 -0.010 0.001 -0.001
O -0.623 -4.133 -0.897 0.002 0.001 0.000
N -0.889 -1.878 -0.416 0.032 0.029 0.001
C -2.310 -2.003 -0.445 -0.008 0.002 0.013
C -2.985 -2.135 0.774 -0.002 0.004 0.003
C -2.214 -2.280 2.056 0.009 -0.006 -0.002
C -4.375 -2.169 0.774 -0.003 0.001 -0.003
C -5.087 -2.097 -0.413 0.005 -0.005 -0.001
C -4.405 -2.020 -1.617 -0.005 0.000 0.002
C -3.015 -1.985 -1.651 0.007 -0.006 -0.006
C -2.280 -1.975 -2.961 -0.003 0.012 0.004
H 0.469 0.606 4.821 0.002 0.000 0.001
H 1.757 -0.100 3.837 -0.002 -0.003 0.001
H 0.110 -0.061 3.223 -0.006 0.003 -0.003
H 0.632 2.941 4.965 0.002 -0.001 0.000
H 1.120 5.150 3.970 0.000 0.001 0.000
H 1.918 5.295 1.635 -0.002 0.001 -0.001
H 2.526 4.300 -0.402 0.001 -0.001 -0.001
H 1.669 2.806 -0.807 0.001 -0.003 -0.004
H 3.319 2.733 -0.184 0.000 -0.002 -0.002
H 4.718 -1.998 1.174 0.000 0.000 -0.001
H 4.248 -4.313 0.311 -0.001 -0.001 -0.001
H 1.937 -4.855 -0.524 0.003 -0.001 0.001
H -1.573 -1.416 2.244 -0.002 0.005 0.000
H -1.565 -3.158 2.018 0.000 0.000 0.000
H -2.891 -2.391 2.902 -0.003 0.001 0.000
H -4.900 -2.265 1.717 0.000 0.001 0.001
H -6.169 -2.122 -0.401 0.000 0.001 0.000
H -4.955 -2.000 -2.551 0.001 -0.001 -0.001
H -2.979 -1.983 -3.797 -0.001 -0.001 0.000
H -1.640 -2.856 -3.035 0.000 -0.002 0.002
H -1.646 -1.092 -3.057 -0.003 0.002 -0.003
C -1.655 3.061 1.278 -0.002 -0.013 0.001
P -1.813 1.285 0.896 -0.048 0.044 -0.002
C -3.392 1.305 -0.014 0.002 0.001 -0.009
C -0.569 1.333 -1.803 0.024 0.021 -0.017
C 0.504 1.318 -2.918 0.006 0.010 -0.012
P 1.545 -0.091 -2.402 -0.006 -0.012 -0.024
C 3.294 0.397 -2.576 -0.005 0.012 0.002
C 1.392 -1.408 -3.653 0.002 0.000 -0.001
H -2.594 3.428 1.695 0.001 0.003 0.001
H -1.451 3.615 0.357 -0.001 0.004 0.002
H -0.847 3.244 1.982 0.003 0.001 0.001
H -3.297 1.962 -0.884 -0.004 -0.003 0.000
H -4.181 1.703 0.627 -0.002 -0.003 0.002
H -3.669 0.308 -0.348 0.002 0.001 0.000
H -0.898 2.353 -1.591 -0.007 0.003 -0.002
H -1.461 0.787 -2.134 -0.005 0.001 -0.004
H 1.121 2.220 -2.886 -0.005 0.004 0.005
H 0.119 1.232 -3.939 -0.003 0.001 0.003
H 3.527 0.675 -3.605 0.000 0.000 -0.001
H 3.935 -0.434 -2.278 -0.004 -0.002 0.002
H 3.502 1.239 -1.917 0.006 0.003 0.003
H 1.715 -1.056 -4.634 0.000 0.001 0.000
H 0.360 -1.750 -3.713 0.006 0.001 -0.002
H 2.011 -2.257 -3.358 0.000 0.001 0.003
```
Positions in Å, forces in eV/Å.

Calculated values
2S+1	3
LUMO level (alpha / beta)	-0.1 / -1.3	eV
gap between HOMO and LUMO (alpha / beta)	0.273 / 0.269	hartree
energy above the lowest of the compared OMol25 structures with the same formula, charge and spin	0.0	kcal per mole
maximum force	0.14	eV/Å
total charge	0
DFT total energy	-80934.211	eV
HOMO (alpha / beta)	-7.58 / -8.59	eV

Atom-resolved charges from Löwdin, all expressed in e: 0.68, -0.02, -0.22, -0.06, -0.09, -0.06, -0.21, -0.02, -0.23, -0.02, -0.49, 0.07, -0.18, 0.02, -0.03, 0.02, -0.18, 0.02, -0.49, 0.07, -0.01, -0.23, -0.23, -0.03, -0.06, -0.09, -0.06, -0.21, -0.03, 0.08, 0.09, 0.05, 0.11, 0.10, 0.11, 0.08, 0.05, 0.08, 0.12, 0.11, 0.12, 0.03, 0.09, 0.08, 0.11, 0.10, 0.11, 0.08, 0.08, 0.05, -0.31, 0.93, -0.31, -0.37, -0.42, 0.86, -0.24, -0.23, 0.04, 0.05, 0.00, 0.05, 0.05, 0.00, 0.02, 0.02, 0.06, 0.08, 0.05, 0.04, 0.02, 0.05, 0.02, 0.05

Computed, not measured: a molecular structure, C29H37N3OP2Pt, with ωB97M-V with the def2-TZVPD basis set.

```
73
Properties=species:S:1:pos:R:3:forces:R:3
Pt -0.557 -0.558 0.542 -0.547 -0.363 -0.150
N 0.532 2.187 -0.460 -0.076 -0.135 0.495
P -0.150 0.872 -1.294 0.134 0.316 -0.068
C -1.621 1.594 -2.083 0.090 -0.214 -0.079
C -2.916 1.346 -1.628 0.086 0.053 -0.078
C -3.999 1.951 -2.249 0.002 0.013 -0.004
C -3.793 2.819 -3.313 -0.032 0.003 0.031
C -2.503 3.103 -3.743 0.064 0.061 -0.054
C -1.418 2.495 -3.133 -0.017 -0.015 0.013
C 1.053 0.530 -2.582 -0.020 -0.090 0.101
C 2.416 0.564 -2.275 0.004 0.034 0.000
C 3.350 0.273 -3.257 0.044 -0.032 0.031
C 2.933 -0.082 -4.534 -0.009 -0.018 0.010
C 1.578 -0.132 -4.838 -0.004 -0.062 -0.003
C 0.636 0.171 -3.867 -0.016 0.030 0.038
C -0.286 2.665 0.562 -0.085 -0.102 -0.054
C -0.220 3.964 1.059 -0.004 0.072 -0.019
C -1.158 4.351 1.995 0.030 -0.009 0.010
C -2.138 3.450 2.412 -0.027 0.034 0.059
C -2.113 2.176 1.895 0.021 -0.041 0.050
N -1.192 1.781 1.003 0.039 0.063 0.015
H 1.182 2.818 -0.900 -0.040 0.137 -0.102
H -3.076 0.704 -0.777 -0.030 -0.164 0.010
H -5.004 1.746 -1.903 0.056 0.021 0.002
H -4.639 3.288 -3.802 0.050 -0.032 0.032
H -2.339 3.797 -4.558 -0.018 -0.044 0.052
H -0.413 2.724 -3.473 -0.061 -0.015 -0.033
H 2.748 0.818 -1.274 -0.031 0.014 -0.162
H 4.407 0.320 -3.024 -0.056 -0.012 -0.019
H 3.667 -0.325 -5.292 -0.034 0.046 0.013
H 1.253 -0.404 -5.836 0.022 0.030 0.054
H -0.420 0.166 -4.117 0.057 -0.041 -0.002
H 0.529 4.652 0.686 -0.043 -0.025 0.036
H -1.143 5.359 2.394 0.017 -0.044 -0.046
H -2.902 3.738 3.123 0.058 -0.031 -0.054
H -2.844 1.432 2.197 0.080 0.033 -0.038
O -2.174 -1.650 -1.017 -0.219 0.217 -0.101
C -1.456 -2.505 -1.900 0.077 0.066 0.086
C -0.406 -3.280 -1.152 -0.026 -0.070 0.128
C 0.170 -4.419 -1.689 0.034 -0.101 -0.063
C 1.087 -5.130 -0.933 -0.011 0.007 -0.075
C 1.366 -4.701 0.358 0.042 -0.056 0.030
C 0.755 -3.554 0.814 -0.084 -0.007 -0.037
N -0.095 -2.834 0.066 0.193 0.138 0.157
H -2.833 -2.161 -0.531 0.014 -0.033 -0.013
H -0.990 -1.865 -2.647 0.012 0.091 -0.069
H -2.123 -3.191 -2.419 -0.088 0.016 -0.022
H -0.113 -4.752 -2.681 0.024 0.027 0.059
H 1.560 -6.015 -1.338 -0.034 0.007 0.040
H 2.039 -5.254 1.001 -0.033 0.045 -0.029
H 0.929 -3.198 1.821 -0.048 -0.057 -0.126
C 1.687 1.102 4.684 -0.003 0.043 -0.032
C 0.855 1.132 3.398 0.096 -0.075 -0.036
P 0.653 -0.490 2.579 0.556 0.120 -0.070
C 2.379 -1.086 2.346 0.045 0.142 -0.260
C 2.933 -0.758 0.950 -0.014 -0.028 0.259
C -0.162 -1.564 3.835 -0.299 0.006 -0.248
C -1.542 -2.072 3.386 0.117 -0.022 0.078
H 1.616 2.072 5.177 0.001 -0.031 0.000
H 2.743 0.921 4.486 -0.036 0.000 0.020
H 1.338 0.349 5.391 0.016 0.031 -0.017
H 1.306 1.809 2.668 -0.039 0.002 -0.014
H -0.144 1.510 3.609 -0.132 0.043 -0.034
H 2.418 -2.158 2.531 0.035 0.051 0.050
H 2.998 -0.614 3.106 0.007 -0.055 0.103
H 3.951 -1.135 0.847 -0.039 0.042 0.037
H 2.957 0.323 0.784 -0.024 -0.081 0.060
H 2.322 -1.210 0.169 -0.002 -0.002 -0.039
H -0.276 -0.974 4.744 0.084 0.026 0.052
H 0.503 -2.395 4.067 0.048 -0.033 0.061
H -2.172 -1.246 3.048 -0.021 -0.008 0.017
H -2.057 -2.561 4.214 0.036 0.023 -0.014
H -1.462 -2.799 2.576 0.009 0.044 -0.022
```
Positions in Å, forces in eV/Å.

Calculated values
2S+1	3
LUMO level (alpha / beta)	-4.8 / -7.3	eV
gap between HOMO and LUMO (alpha / beta)	0.314 / 0.258	hartree
energy above the lowest of the compared OMol25 structures with the same formula, charge and spin	7.4	kcal per mole
maximum force	0.67	eV/Å
total charge	+2
DFT total energy	-59003.177	eV
HOMO (alpha / beta)	-13.35 / -14.30	eV

Atom-resolved charges from Löwdin, all expressed in e: 0.84, -0.08, 0.93, -0.34, -0.10, -0.05, -0.04, -0.05, -0.09, -0.35, -0.09, -0.05, -0.04, -0.05, -0.10, -0.40, 0.01, -0.02, -0.04, -0.13, -0.03, 0.13, 0.08, 0.12, 0.12, 0.12, 0.11, 0.08, 0.12, 0.12, 0.12, 0.11, 0.13, 0.13, 0.12, 0.12, -0.16, -0.16, -0.25, 0.01, -0.01, -0.02, -0.13, 0.00, 0.12, 0.11, 0.14, 0.13, 0.13, 0.12, 0.07, -0.11, -0.38, 0.85, -0.36, -0.15, -0.36, -0.15, 0.09, 0.07, 0.07, 0.08, 0.07, 0.07, 0.08, 0.09, 0.06, 0.04, 0.08, 0.09, 0.05, 0.09, 0.05

Computed, not measured: a molecular structure, C29H37N5SSbV at a distorted geometry, with ωB97M-V with the def2-TZVPD basis set.

```
74
Properties=species:S:1:pos:R:3:forces:R:3
V 0.680 -0.126 -0.001 -0.492 1.383 -1.752
C 3.740 -2.478 5.453 -0.074 -0.028 0.003
C 2.380 -3.090 5.586 -0.025 -0.017 -0.166
C 2.090 -3.975 6.615 -0.106 0.024 -0.077
C 0.840 -4.557 6.731 -0.068 -0.046 0.005
C -0.154 -4.240 5.820 0.015 -0.069 0.022
C 0.108 -3.350 4.794 -0.013 0.106 -0.042
C 1.371 -2.783 4.666 -0.151 -0.417 0.314
N 1.646 -1.830 3.663 0.127 0.314 -0.255
C 1.169 -1.768 2.388 0.317 -0.467 0.293
N 0.726 -2.907 1.820 0.129 -0.009 0.504
C -0.039 -3.003 0.642 -0.433 0.284 -0.742
C -0.168 -1.881 -0.185 -0.592 -1.428 0.140
C -1.035 -2.003 -1.275 -0.064 -0.061 -0.114
C -1.719 -3.174 -1.543 -0.037 0.082 -0.176
C -1.514 -4.284 -0.738 0.093 0.151 0.012
C -0.666 -4.226 0.357 0.141 -0.043 0.080
C -0.408 -5.451 1.187 -0.075 0.106 -0.078
N 1.228 -0.636 1.720 0.403 -0.589 1.739
C 1.745 0.513 2.353 0.480 0.588 0.880
C 0.924 1.314 3.153 0.133 -0.256 -0.117
C 1.443 2.443 3.764 -0.045 0.044 -0.016
C 2.765 2.799 3.547 0.041 -0.018 -0.074
C 3.577 2.010 2.745 -0.095 0.070 0.092
C 3.097 0.847 2.163 -0.285 -0.228 -0.044
C 3.979 -0.070 1.364 -0.157 0.021 -0.104
H 4.426 -2.920 6.170 0.078 0.017 0.011
H 3.706 -1.404 5.640 0.099 0.115 -0.011
H 4.128 -2.638 4.447 0.114 0.058 -0.036
H 2.859 -4.213 7.334 0.107 -0.028 0.055
H 0.641 -5.254 7.531 -0.025 -0.026 0.071
H -1.140 -4.668 5.919 -0.074 -0.046 -0.010
H -0.679 -3.064 4.110 -0.070 0.017 -0.029
H 2.133 -0.999 3.974 -0.075 -0.048 -0.113
H 0.766 -3.737 2.396 0.042 0.160 0.048
H -1.179 -1.145 -1.934 -0.006 -0.120 -0.013
H -2.390 -3.236 -2.387 -0.091 -0.022 -0.064
H -2.028 -5.205 -0.964 -0.023 -0.190 0.008
H -0.868 -6.318 0.720 0.010 -0.059 0.077
H -0.819 -5.350 2.191 0.013 -0.073 0.142
H 0.665 -5.639 1.263 0.054 -0.125 0.100
H -0.113 1.027 3.290 0.042 0.011 0.020
H 0.819 3.039 4.411 -0.082 0.091 0.018
H 3.168 3.689 4.002 0.041 0.109 0.077
H 4.606 2.295 2.586 0.138 0.010 -0.013
H 4.932 0.408 1.150 0.063 -0.001 -0.070
H 3.483 -0.360 0.426 0.252 0.065 0.192
H 4.179 -0.982 1.929 0.037 -0.086 -0.055
C 1.624 4.499 0.472 -0.022 -0.455 0.113
Sb 0.731 2.711 -0.331 -0.310 1.099 -0.606
C 1.195 3.277 -2.366 -0.070 -0.164 0.266
C -1.270 3.501 -0.378 0.231 -0.115 0.062
H 1.366 5.334 -0.169 -0.111 0.053 -0.179
H 2.702 4.394 0.512 0.137 -0.030 0.026
H 1.248 4.681 1.470 -0.034 0.011 0.205
H 0.860 4.301 -2.518 -0.031 0.033 0.018
H 0.701 2.618 -3.076 -0.013 -0.014 -0.008
H 2.269 3.221 -2.526 0.051 -0.026 0.002
H -1.262 4.421 -0.956 -0.025 0.086 -0.052
H -1.597 3.720 0.635 -0.068 -0.004 0.093
H -1.959 2.791 -0.831 0.004 -0.018 -0.009
C 4.769 0.492 -2.996 0.137 0.785 -0.014
N 4.282 -0.852 -2.888 -0.859 -0.627 0.302
C 4.930 -2.010 -3.231 0.068 -0.568 -0.074
C 4.091 -3.042 -2.983 0.381 0.021 -0.149
N 2.927 -2.508 -2.486 0.296 0.604 -0.044
C 3.044 -1.161 -2.436 0.061 -0.540 -0.064
S 1.905 0.000 -2.015 0.151 0.908 -0.569
H 5.751 0.500 -3.459 0.019 -0.146 -0.010
H 4.829 0.954 -2.009 0.011 -0.066 -0.050
H 4.080 1.084 -3.599 0.068 -0.026 -0.004
H 5.925 -2.003 -3.626 0.167 -0.035 -0.063
H 4.231 -4.090 -3.138 0.013 -0.215 0.018
H 2.090 -3.009 -2.227 -0.065 0.123 0.058
```
Positions in Å, forces in eV/Å.

Calculated values
2S+1	4
LUMO level (alpha / beta)	-1.9 / -1.9	eV
gap between HOMO and LUMO (alpha / beta)	0.276 / 0.314	hartree
energy above the lowest of the compared OMol25 structures with the same formula, charge and spin	19.1	kcal per mole
maximum force	2.29	eV/Å
total charge	+1
DFT total energy	-81179.677	eV
HOMO (alpha / beta)	-9.37 / -10.48	eV

Atom-resolved charges from Löwdin, all expressed in e: 0.34, -0.03, -0.21, -0.03, -0.07, -0.07, -0.03, -0.20, 0.16, -0.31, 0.16, -0.21, -0.23, -0.15, -0.09, -0.05, -0.22, -0.04, -0.05, -0.34, -0.04, -0.08, -0.08, -0.04, -0.23, -0.02, 0.08, 0.09, 0.08, 0.12, 0.11, 0.11, 0.12, 0.14, 0.12, 0.09, 0.10, 0.11, 0.08, 0.08, 0.09, 0.13, 0.11, 0.11, 0.12, 0.08, 0.04, 0.08, -0.29, 1.30, -0.33, -0.31, 0.01, 0.00, 0.00, 0.01, -0.01, -0.01, 0.01, 0.00, 0.00, -0.03, -0.12, -0.03, -0.05, 0.11, -0.69, 0.68, 0.10, 0.09, 0.09, 0.13, 0.12, 0.16

Look up the energy above the lowest of the compared OMol25 structures with the same formula, charge and spin of the first one. 0.0 kcal per mole